Here is 2 unconnected molecules or ions with the total composition C5H12NS2 at a distorted geometry from the OMol25 dataset. Energies are from the ωB97M-V functional and the def2-TZVPD basis.

Structure (ORCA input):
```
! RIJCOSX wB97M-V def2-TZVPD def2/J DEFGRID3
* xyz 1 3
C 2.17 0.05 0.19
C -1.98 -1.39 -0.71
C -0.68 0.17 1.56
C -0.80 -0.36 -0.88
C -0.58 0.67 0.11
N -0.44 1.92 -0.18
S 3.46 1.05 -0.20
S 2.65 -1.66 0.33
H -2.93 -0.89 -0.68
H -2.01 -2.04 0.21
H -1.95 -2.06 -1.60
H 0.09 -0.55 1.66
H -0.61 1.01 2.17
H -1.77 -0.15 1.53
H 0.13 -0.98 -0.92
H -0.83 0.06 -1.90
H -0.17 2.59 0.53
H -0.40 2.03 -1.22
H 2.69 2.18 -0.16
H 3.96 -1.66 0.16
*
```

orbital gap (spin up / spin down) = 6.33 / 6.94 eV
expectation value of S² = 2.01
highest occupied orbital energy (spin up / spin down) = -10.53 / -12.82 eV
ΔE to the lowest compared entry with this formula, charge and spin = 0.128 eV

---

Here is a molecular structure, C17H25As2Gd at a distorted geometry from the OMol25 dataset. Energies are from the ωB97M-V functional and the def2-TZVPD basis.

Structure (ORCA input):
```
! RIJCOSX wB97M-V def2-TZVPD def2/J DEFGRID3
* xyz 2 8
C -2.52 -0.53 -3.42
C -2.52 0.82 -3.31
H -3.03 -1.16 -2.69
H -2.04 -1.03 -4.27
H -2.04 1.45 -4.07
H -3.03 1.32 -2.48
Gd 0.10 0.21 -1.66
C 1.95 -1.07 -2.43
C 1.54 -0.22 -3.52
C 2.25 1.17 -1.78
C 2.36 -0.20 -1.33
H 1.14 -0.57 -4.47
H 1.48 2.03 -3.73
H 2.50 2.08 -1.20
C 1.72 1.15 -3.12
H 2.66 -0.53 -0.33
H 1.95 -2.17 -2.43
C -2.40 1.47 1.77
As -0.74 1.61 0.72
C -0.27 3.44 1.32
C 0.39 0.37 1.84
C 1.03 0.99 2.90
C 2.00 0.33 3.66
C 2.37 -0.96 3.30
C 1.73 -1.59 2.23
C 0.71 -0.97 1.52
As 0.02 -2.09 0.02
C -0.23 -3.66 1.11
C -1.82 -1.29 -0.14
H -3.17 1.96 1.18
H -2.28 1.95 2.75
H -2.64 0.42 1.89
H -0.56 3.57 2.37
H 0.80 3.60 1.22
H -0.81 4.18 0.72
H 0.83 2.03 3.19
H 2.50 0.82 4.49
H 3.16 -1.47 3.85
H 2.09 -2.60 1.98
H -0.69 -3.31 2.04
H -0.90 -4.33 0.57
H 0.74 -4.13 1.29
H -2.58 -0.49 0.05
H -1.46 -0.56 -0.91
H -2.33 -2.05 -0.71
*
```

orbital gap (spin up / spin down) = 8.21 / 5.53 eV
expectation value of S² = 16.06
highest occupied orbital energy (spin up / spin down) = -15.39 / -15.47 eV

---

Here is 8 unconnected molecules or ions with the total composition C17H8Cl28FNO2 at a distorted geometry from the OMol25 dataset. Energies are from the ωB97M-V functional and the def2-TZVPD basis.

Structure (ORCA input):
```
! RIJCOSX wB97M-V def2-TZVPD def2/J DEFGRID3
* xyz 0 1
C 1.67 -1.28 0.78
C 1.86 -0.94 -0.68
F 3.21 -0.67 -0.90
N 1.39 -1.99 -1.59
C 1.24 -3.31 -1.01
O 0.26 -3.75 -0.52
C 2.58 -3.94 -1.27
C 3.26 -4.98 -0.61
C 4.55 -5.31 -1.10
C 5.12 -4.64 -2.21
C 4.42 -3.60 -2.87
C 3.15 -3.27 -2.37
C 2.17 -2.20 -2.80
O 2.03 -1.67 -3.84
H 2.48 -1.91 1.16
H 0.69 -1.70 1.00
H 1.75 -0.34 1.32
H 1.33 -0.02 -0.88
H 2.82 -5.48 0.24
H 5.14 -6.08 -0.60
H 6.12 -4.90 -2.55
H 4.83 -3.05 -3.71
C 3.94 3.41 0.31
Cl 2.37 2.99 -0.38
Cl 3.87 5.05 0.97
Cl 4.34 2.28 1.61
Cl 5.18 3.33 -0.94
C -1.49 0.98 -2.99
Cl -3.20 0.62 -2.70
Cl -1.05 2.44 -2.08
Cl -0.49 -0.37 -2.45
Cl -1.24 1.27 -4.71
C -7.75 0.34 -3.42
Cl -6.02 0.47 -3.09
Cl -8.53 -0.59 -2.13
Cl -8.46 1.95 -3.49
Cl -7.99 -0.48 -4.97
C 0.06 4.36 3.17
Cl -1.28 5.06 4.11
Cl 0.86 3.08 4.08
Cl -0.58 3.70 1.67
Cl 1.23 5.64 2.83
C 1.85 -2.43 4.75
Cl 3.07 -2.86 5.94
Cl 2.26 -3.12 3.17
Cl 0.28 -3.07 5.25
Cl 1.76 -0.67 4.60
C -2.93 1.06 6.08
Cl -4.25 0.66 4.97
Cl -3.56 1.20 7.72
Cl -1.71 -0.21 6.01
Cl -2.20 2.60 5.59
C -6.08 5.34 -2.96
Cl -5.34 3.74 -3.03
Cl -7.84 5.19 -3.12
Cl -5.70 6.10 -1.41
Cl -5.46 6.35 -4.28
*
```

orbital gap = 9.55 eV
SMILES = C[C@@H](F)N1C(=O)c2ccccc2C1=O.ClC(Cl)(Cl)Cl.ClC(Cl)(Cl)Cl.ClC(Cl)(Cl)Cl.ClC(Cl)(Cl)Cl.ClC(Cl)(Cl)Cl.ClC(Cl)(Cl)Cl.ClC(Cl)(Cl)Cl
highest occupied orbital energy = -9.83 eV

---

Here is a single C4H6O2 molecule at a distorted geometry from the OMol25 dataset. Energies are from the ωB97M-V functional and the def2-TZVPD basis.

Structure (ORCA input):
```
! RIJCOSX wB97M-V def2-TZVPD def2/J DEFGRID3
* xyz 0 1
C 0.15 0.04 -1.37
C -0.33 -0.32 0.16
C 0.88 -0.76 0.92
O 0.84 -1.46 1.89
C -0.89 0.93 0.76
O -0.91 1.96 0.13
H -0.72 0.33 -1.96
H 0.92 0.84 -1.47
H 0.59 -0.88 -1.76
H -1.10 -1.11 0.35
H 1.86 -0.44 0.57
H -1.29 0.88 1.78
*
```

orbital gap = 10.54 eV
SMILES = CC(C=O)C=O
highest occupied orbital energy = -10.11 eV
ΔE to the lowest compared entry with this formula, charge and spin = 1.424 eV

---

Here is 3 unconnected molecules or ions with the total composition C4H14O3S at a distorted geometry from the OMol25 dataset. Energies are from the ωB97M-V functional and the def2-TZVPD basis.

Structure (ORCA input):
```
! RIJCOSX wB97M-V def2-TZVPD def2/J DEFGRID3
* xyz 0 1
C 1.56 -0.85 -1.46
O 0.97 -1.84 -2.37
C 0.52 -0.35 -0.49
C 1.08 0.54 0.62
C -0.05 1.12 1.46
S 0.60 2.12 2.85
H 2.39 -1.38 -0.98
H 1.92 -0.06 -2.12
H 0.84 -2.64 -1.87
H -0.03 -1.17 -0.03
H -0.23 0.19 -1.06
H 1.58 1.39 0.16
H 1.84 0.01 1.19
H -0.60 1.84 0.86
H -0.79 0.39 1.77
H 1.15 1.09 3.52
H -3.55 -1.19 -0.07
H -2.29 -0.90 -0.91
O -2.70 -0.76 -0.04
H -0.87 -1.60 -2.60
H -1.94 -1.18 -3.66
O -1.81 -1.38 -2.74
*
```

orbital gap = 9.58 eV
SMILES = OCCCCS.O.O
highest occupied orbital energy = -8.94 eV
ΔE to the lowest compared entry with this formula, charge and spin = 0.000 eV

---

Here is a gas-phase ion, C5H8NO (charge +1) at a distorted geometry from the OMol25 dataset. Energies are from the ωB97M-V functional and the def2-TZVPD basis.

Structure (ORCA input):
```
! RIJCOSX wB97M-V def2-TZVPD def2/J DEFGRID3
* xyz 1 1
C -1.05 -1.15 1.06
C 0.05 -1.01 -1.57
C 0.06 1.37 -1.40
C -0.18 -0.23 0.81
C 0.71 0.80 1.54
N 0.00 -0.03 -0.79
O 1.09 1.74 -1.82
H -1.24 -1.82 0.15
H -1.44 -1.42 1.96
H 0.02 -1.93 -1.03
H 0.02 -1.04 -2.66
H -0.93 1.74 -1.35
H 1.31 1.28 0.69
H 1.39 0.21 2.21
H 0.16 1.47 2.20
*
```

orbital gap = 10.20 eV
SMILES = C=C(C)[N+](=C)C=O
highest occupied orbital energy = -15.23 eV
ΔE to the lowest compared entry with this formula, charge and spin = 2.537 eV

---

Here is 3 unconnected molecules or ions with the total composition C4H7NO from the OMol25 dataset. Energies are from the ωB97M-V functional and the def2-TZVPD basis.

Structure (ORCA input):
```
! RIJCOSX wB97M-V def2-TZVPD def2/J DEFGRID3
* xyz 0 1
C 1.89 -0.33 0.26
C 0.67 0.18 0.71
N 0.06 1.29 0.55
C -1.31 0.96 0.13
C -1.18 -0.54 -0.05
O -0.25 -0.98 0.73
H 2.61 0.37 -0.13
H 0.83 -0.58 -1.15
H 2.26 -1.27 0.67
H -2.06 1.22 0.90
H -1.59 1.47 -0.80
H -0.02 -0.54 -1.41
H -1.92 -1.25 -0.41
*
```

orbital gap (spin up / spin down) = 7.73 / 7.73 eV
highest occupied orbital energy (spin up / spin down) = -7.90 / -7.90 eV
ΔE to the lowest compared entry with this formula, charge and spin = 5.829 eV

---

Here is 16 unconnected molecules or ions with the total composition C54H91F16N24O32S16 at a distorted geometry from the OMol25 dataset. Energies are from the ωB97M-V functional and the def2-TZVPD basis.

Structure (ORCA input):
```
! RIJCOSX wB97M-V def2-TZVPD def2/J DEFGRID3
* xyz 1 1
C -0.95 4.16 -4.47
C -1.43 4.63 -5.82
N -1.42 6.08 -5.98
C -0.41 6.80 -6.62
C -0.73 8.18 -6.72
N -1.86 8.31 -5.92
C -2.24 7.06 -5.56
C -2.46 9.56 -5.53
H 0.14 4.28 -4.45
H -1.09 3.08 -4.48
H -1.36 4.57 -3.55
H -2.49 4.35 -5.90
H -0.92 4.29 -6.72
H 0.40 6.17 -6.96
H -0.26 9.00 -7.25
H -3.08 6.78 -4.94
H -3.27 9.90 -6.17
H -1.70 10.34 -5.46
H -3.00 9.46 -4.58
C 1.80 1.75 -6.31
C 3.01 0.89 -5.97
N 2.94 0.30 -4.65
C 2.73 0.99 -3.44
C 2.88 0.10 -2.39
N 3.05 -1.18 -2.92
C 3.22 -1.04 -4.28
C 3.07 -2.40 -2.21
H 0.87 1.18 -6.27
H 1.87 2.13 -7.33
H 1.72 2.64 -5.70
H 3.95 1.43 -6.06
H 3.05 0.05 -6.67
H 2.41 2.02 -3.40
H 2.78 0.18 -1.32
H 3.40 -1.87 -4.95
H 3.52 -2.41 -1.22
H 3.46 -3.19 -2.85
H 2.04 -2.66 -1.94
C -3.69 2.00 -0.87
C -4.16 2.69 0.38
N -5.63 2.39 0.56
C -6.17 1.20 1.06
C -7.58 1.17 0.82
N -7.80 2.36 0.17
C -6.73 3.17 0.24
C -9.10 2.71 -0.47
H -3.56 0.93 -0.72
H -2.73 2.42 -1.19
H -4.37 2.08 -1.72
H -4.07 3.77 0.32
H -3.57 2.44 1.26
H -5.43 0.48 1.37
H -8.32 0.39 0.80
H -6.70 4.14 -0.23
H -9.02 3.59 -1.12
H -9.80 2.93 0.33
H -9.56 1.85 -0.95
C 4.07 -2.15 3.52
C 4.23 -1.36 4.79
N 3.31 -1.73 5.86
C 2.06 -1.09 6.03
C 1.42 -1.79 7.00
N 2.23 -2.74 7.49
C 3.40 -2.69 6.79
C 2.08 -3.51 8.75
H 4.66 -3.05 3.68
H 4.49 -1.59 2.68
H 3.07 -2.47 3.23
H 4.09 -0.29 4.66
H 5.25 -1.36 5.16
H 1.79 -0.22 5.45
H 0.48 -1.53 7.45
H 4.30 -3.27 6.93
H 3.03 -3.63 9.28
H 1.82 -4.55 8.55
H 1.46 -3.03 9.50
C 2.59 7.80 -2.31
C 1.29 7.09 -2.73
N 0.97 5.98 -1.78
C 1.66 4.79 -1.67
C 0.99 3.96 -0.76
N -0.04 4.69 -0.24
C -0.04 5.96 -0.81
C -0.89 4.12 0.82
H 3.42 7.16 -2.63
H 2.60 7.92 -1.23
H 2.85 8.75 -2.77
H 1.14 6.69 -3.73
H 0.48 7.81 -2.81
H 2.59 4.65 -2.21
H 1.14 2.93 -0.51
H -0.78 6.70 -0.56
H -0.50 4.65 1.68
H -0.72 3.06 0.96
H -1.90 4.45 0.57
C 5.91 0.84 1.22
C 6.96 1.62 0.37
N 6.76 1.35 -1.03
C 5.98 2.06 -1.95
C 6.22 1.56 -3.26
N 7.21 0.60 -3.14
C 7.56 0.54 -1.83
C 7.90 -0.05 -4.20
H 5.73 1.22 2.22
H 6.16 -0.22 1.11
H 4.88 0.93 0.85
H 8.00 1.35 0.55
H 7.03 2.69 0.59
H 5.25 2.79 -1.62
H 5.71 1.81 -4.17
H 8.30 -0.18 -1.50
H 7.78 0.43 -5.17
H 7.37 -0.99 -4.34
H 8.97 -0.17 -4.03
C -3.79 -3.91 0.89
C -4.67 -2.71 1.17
N -5.81 -2.98 2.01
C -7.13 -2.68 1.77
C -7.85 -3.17 2.76
N -7.05 -3.78 3.72
C -5.78 -3.56 3.25
C -7.46 -4.42 4.92
H -2.73 -3.63 0.83
H -4.11 -4.38 -0.04
H -3.94 -4.71 1.61
H -4.95 -2.34 0.18
H -4.17 -1.85 1.63
H -7.38 -2.34 0.78
H -8.93 -3.17 2.87
H -4.95 -4.06 3.72
H -8.55 -4.43 5.00
H -7.09 -3.96 5.84
H -7.17 -5.47 4.89
C -2.67 -9.56 -4.95
N -2.24 -8.71 -3.76
C -2.95 -8.72 -2.57
C -2.53 -7.95 -1.49
C -1.42 -7.01 -1.63
C -0.67 -7.07 -2.79
C -1.11 -7.94 -3.87
C -0.91 -6.17 -0.43
C -0.15 -5.02 -0.61
C 0.47 -4.33 0.45
N 0.19 -4.74 1.70
C -0.45 -5.92 1.96
C -0.96 -6.61 0.85
C 0.75 -4.01 2.85
H -2.59 -10.55 -4.51
H -1.88 -9.37 -5.68
H -3.66 -9.23 -5.27
H -3.81 -9.36 -2.47
H -3.09 -8.01 -0.56
H 0.24 -6.49 -2.84
H -0.67 -7.97 -4.86
H -0.08 -4.63 -1.62
H 1.04 -3.42 0.34
H -0.47 -6.26 2.98
H -1.42 -7.54 1.17
H 0.60 -4.54 3.79
H 0.22 -3.06 2.86
H 1.83 -3.92 2.74
N -3.25 0.28 5.40
S -2.25 0.82 4.49
O -2.53 0.79 3.06
O -0.86 0.78 4.85
F -2.71 2.30 4.71
S -2.71 -1.30 5.15
O -1.53 -1.76 5.88
O -2.99 -1.82 3.81
F -3.93 -2.11 5.85
N 5.05 5.70 2.68
S 6.53 5.86 2.22
O 6.86 7.18 1.66
O 7.24 4.71 1.69
F 7.15 6.02 3.73
S 4.50 5.28 0.98
O 4.48 3.83 0.75
O 5.03 6.17 -0.11
F 2.91 5.65 1.06
N -6.87 -1.46 -3.95
S -7.95 -2.14 -3.25
O -9.05 -1.37 -2.73
O -7.58 -3.40 -2.57
F -8.60 -2.73 -4.63
S -6.41 -0.48 -2.64
O -6.34 -1.00 -1.29
O -6.65 0.95 -2.75
F -4.85 -0.42 -3.09
N 5.23 4.54 5.27
S 5.72 3.11 4.93
O 5.17 1.98 5.62
O 7.05 3.00 4.35
F 4.82 3.04 3.55
S 6.13 4.39 6.76
O 7.59 4.45 6.70
O 5.49 3.62 7.83
F 5.76 5.82 7.21
N 1.05 -0.75 0.01
S -0.40 -0.55 -0.04
O -0.96 0.80 -0.23
O -1.22 -1.54 0.70
F -0.51 -1.18 -1.59
S 1.18 0.11 1.42
O 0.79 -0.47 2.66
O 1.21 1.53 1.36
F 2.74 -0.20 1.53
N -4.04 -3.54 -4.36
S -3.00 -3.36 -3.26
O -1.72 -4.10 -3.37
O -3.39 -2.82 -1.98
F -2.56 -2.00 -4.05
S -4.41 -5.10 -3.78
O -4.86 -5.23 -2.39
O -3.65 -6.15 -4.32
F -5.79 -5.32 -4.54
N 4.45 -7.12 -0.54
S 3.37 -6.21 -0.89
O 3.25 -4.95 -0.16
O 2.20 -6.66 -1.61
F 4.20 -5.60 -2.08
S 3.47 -7.77 0.64
O 2.50 -8.71 0.21
O 3.14 -6.90 1.76
F 4.61 -8.78 1.32
N 2.45 4.67 5.01
S 1.82 4.09 6.39
O 2.38 2.85 6.88
O 0.40 4.50 6.59
F 2.62 5.16 7.22
S 1.49 3.38 4.11
O 0.08 3.51 3.92
O 2.00 2.01 4.27
F 2.01 3.84 2.66
*
```

orbital gap = 3.61 eV
highest occupied orbital energy = -7.36 eV